[1]
A structure of composition C42H62FeN2O4P3S2Si in a non-equilibrium geometry. Source: OMol25; level of theory: ωB97M-V/def2-TZVPD.

## Properties
- HOMO energy (alpha / beta): -0.22551 / -0.28756 Ha
- Energy: -147534.419 eV

Structure (ORCA input):
```
! RIJCOSX wB97M-V def2-TZVPD def2/J DEFGRID3
* xyz 0 6
Fe 0.235 0.199 0.834
S 0.565 1.310 2.996
S -2.398 0.324 -0.110
P -0.395 2.614 -0.606
P -0.125 -2.452 1.073
P 2.937 0.110 0.186
Si 0.317 -0.608 -1.429
O -0.810 1.458 2.390
O 1.484 1.801 1.913
O 0.789 -0.186 2.993
O 0.742 1.947 4.270
N -3.928 0.624 1.943
N -5.026 -0.222 0.051
C -3.864 0.207 0.637
C -0.176 2.121 -2.383
C -0.923 -2.046 -1.570
C -1.980 5.067 -0.587
C 1.979 -1.433 -1.851
C -2.135 -3.819 -0.432
C 1.440 4.830 -1.296
C -0.136 2.723 -4.741
C 4.338 -1.833 -1.455
C 3.233 -2.962 -3.267
C -4.860 0.933 4.150
C 3.927 1.485 -0.574
C -2.990 3.139 -1.763
C 4.883 -1.450 1.724
C 0.225 0.450 -4.081
C -5.011 0.534 2.720
C -6.117 -0.263 0.772
C 0.073 0.772 -2.724
C 1.705 -4.291 -0.165
C -2.890 -4.048 -1.575
C 5.420 1.203 -0.752
C -1.164 -2.820 -0.406
C 4.380 -2.710 -2.526
C 1.963 -3.820 2.290
C -2.658 -3.295 -2.717
C 0.972 3.825 -0.246
C 3.814 -0.357 1.773
C 4.345 0.867 2.528
C 3.352 1.891 -1.930
C 3.146 -1.187 -1.097
C 0.757 4.506 1.124
C -1.090 -2.711 2.653
C -2.347 -1.855 2.659
C -1.398 -4.139 3.111
C -7.358 -0.709 0.065
C -0.283 3.068 -3.407
C 2.049 -2.332 -2.925
C 0.973 -3.954 1.127
C -2.039 3.537 -0.627
C -6.162 0.077 2.144
C 0.122 1.403 -5.081
C -1.676 -2.314 -2.711
H -2.877 -1.994 3.606
H 0.275 -4.767 1.330
H 3.871 2.780 -2.299
H 1.035 -4.326 -1.024
H 5.916 0.850 0.148
H 4.569 -2.343 1.182
H 1.666 4.435 1.721
H 4.636 0.547 3.532
H 2.706 -3.054 2.061
H -0.220 3.481 -5.510
H 5.226 1.295 2.052
H 5.246 -1.664 -0.897
H -1.517 -1.723 -3.609
H -0.481 4.103 -3.157
H -2.480 3.194 0.314
H -3.003 5.451 -0.537
H -3.021 -2.117 1.839
H -3.248 -3.467 -3.609
H 0.520 5.563 0.996
H -2.722 3.647 -2.691
H 1.700 4.361 -2.243
H -3.053 0.987 2.320
H 3.264 -3.655 -4.099
H 1.486 -3.533 3.229
H 5.112 -1.752 2.750
H 1.787 3.117 -0.095
H -2.044 -4.684 2.423
H 5.583 0.473 -1.547
H -4.423 1.930 4.229
H -2.317 -4.429 0.442
H 5.914 2.130 -1.059
H -0.504 -4.735 3.281
H -7.582 -0.006 -0.738
H -1.530 5.476 -1.494
H -1.443 5.456 0.272
H 2.341 5.324 -0.919
H -7.069 -0.009 2.723
H -4.002 3.459 -1.496
H -0.031 4.043 1.720
H 3.495 1.091 -2.662
H -3.659 -4.811 -1.570
H 2.491 -4.763 2.453
H -7.180 -1.680 -0.396
H 2.496 -3.571 -0.378
H 3.804 2.313 0.132
H 2.975 -0.735 2.365
H 3.589 1.644 2.635
H -1.927 -4.080 4.065
H 1.149 -2.566 -3.487
H 2.171 -5.275 -0.059
H 0.243 1.120 -6.120
H -2.070 -0.804 2.571
H -0.410 -2.254 3.378
H -4.191 0.236 4.657
H -3.014 2.069 -1.962
H 5.313 -3.199 -2.780
H 2.290 2.113 -1.894
H -5.822 0.929 4.656
H 0.702 5.611 -1.486
H 5.814 -1.093 1.277
H 0.444 -0.574 -4.366
H -8.215 -0.773 0.734
*
```

=====

[2]
A structure of composition C42H63B2CrF4N4P3. Source: OMol25; level of theory: ωB97M-V/def2-TZVPD.

## Properties
- HOMO energy (alpha / beta): -0.26357 / -0.27060 Ha
- Energy: -119056.385 eV

Structure (ORCA input):
```
! RIJCOSX wB97M-V def2-TZVPD def2/J DEFGRID3
* xyz 0 5
Cr -0.192 -0.564 -0.656
P -0.777 3.871 -0.317
P -0.716 -3.301 -0.445
P 2.254 -0.428 -0.230
F -4.284 -0.306 -1.623
F -4.081 -1.470 0.365
F -3.966 0.811 0.373
F -2.232 -0.451 -0.585
N 1.017 0.304 1.973
N -0.620 1.862 1.628
N -0.218 -0.362 -2.996
N 0.535 -1.353 -3.702
C -1.253 -2.164 3.424
C 1.706 1.085 4.266
C 0.364 -3.989 2.094
C -3.334 -4.254 0.102
C 2.696 -3.089 -0.666
C -0.370 -6.111 -0.213
C -0.276 -2.858 4.123
C -2.498 -3.558 -0.766
C 4.619 1.237 -0.336
C -2.345 2.463 -2.030
C -0.119 -4.964 -0.965
C -1.421 -2.374 2.062
C -0.024 -7.363 -0.701
C -2.990 -3.141 -1.996
C -4.297 -3.429 -2.369
C -2.083 3.928 -1.654
C -0.605 -3.281 1.380
C 0.610 5.435 1.410
C 1.412 2.016 5.261
C 4.625 -1.944 0.335
C 2.567 2.342 0.350
C 0.574 -7.489 -1.949
C -0.399 6.647 -0.487
C 0.386 2.936 5.083
C -1.835 5.942 1.441
C 3.104 1.231 -0.557
C -1.557 2.818 1.039
C -0.363 2.964 3.906
C -0.064 2.055 2.900
C -5.121 -4.131 -1.503
C 2.769 1.616 -2.008
C 0.960 1.110 3.100
C -3.410 4.600 -1.304
C 0.524 -3.780 3.458
C -4.639 -4.537 -0.264
C -1.464 4.598 -2.890
C 0.824 -6.356 -2.708
C -0.653 5.541 0.541
C 3.482 -1.781 -0.675
C 0.483 -5.104 -2.212
C 4.008 -1.624 -2.110
C 2.140 -0.542 1.622
B -3.734 -0.347 -0.357
B 0.003 0.711 1.004
H -2.420 2.287 0.649
H -1.859 7.031 1.552
H 1.944 -3.085 -1.450
H -0.547 4.086 -3.193
H -2.195 -1.828 1.529
H 1.503 5.321 0.791
H -1.927 3.475 1.819
H 0.248 0.531 -3.108
H 1.979 2.012 6.184
H 3.057 -0.184 2.098
H 3.033 3.277 0.021
H 0.175 -2.255 -3.414
H 1.700 1.833 -2.095
H 0.359 6.356 -1.219
H 4.965 2.262 -0.501
H 0.156 3.642 5.872
H 4.247 -2.130 1.343
H 3.184 -1.504 -2.819
H -4.111 4.472 -2.137
H -2.804 5.632 1.055
H -6.145 -4.344 -1.783
H 0.841 -8.468 -2.328
H -3.870 4.147 -0.423
H -1.162 3.683 3.795
H 5.306 -1.100 0.377
H 0.991 -4.715 1.594
H 4.699 -0.794 -2.241
H 0.695 -4.227 -2.812
H 1.493 2.476 0.273
H -0.033 7.539 0.033
H -3.087 2.000 -1.391
H -4.677 -3.080 -3.320
H -0.228 -8.244 -0.105
H 3.377 -3.925 -0.855
H 0.571 4.594 2.102
H 4.544 -2.540 -2.379
H 3.306 2.532 -2.274
H 5.181 0.596 -1.009
H -1.886 -1.447 3.932
H -1.728 5.528 2.444
H -1.222 5.649 -2.738
H -3.301 5.672 -1.129
H -2.974 -4.553 1.080
H 0.721 6.349 2.005
H -0.143 -2.688 5.183
H 2.488 0.346 4.408
H -2.176 4.538 -3.720
H 0.392 -1.265 -4.703
H 2.837 2.189 1.398
H -2.715 2.409 -3.059
H 5.211 -2.822 0.044
H -2.355 -2.564 -2.662
H -1.163 -0.261 -3.360
H -1.434 1.856 -1.966
H 1.278 -4.338 4.000
H -5.288 -5.064 0.424
H 1.289 -6.443 -3.682
H 3.039 0.844 -2.732
H -0.849 -6.033 0.756
H 2.206 -3.268 0.292
H 4.874 0.978 0.693
H -1.306 6.931 -1.024
H 1.997 -1.586 1.915
*
```

=====

[3]
A cluster of 21 separate species, C42H63N21 in total in a non-equilibrium geometry. Source: OMol25; level of theory: ωB97M-V/def2-TZVPD.

## Properties
- HOMO energy: -0.41741 Ha
- Energy: -75862.781 eV

Structure (ORCA input):
```
! RIJCOSX wB97M-V def2-TZVPD def2/J DEFGRID3
* xyz 0 1
N 4.421 -1.774 -3.068
N -3.043 3.959 -1.569
N 2.475 5.283 2.390
N 3.404 -0.306 0.279
N 0.723 1.771 -1.100
N 2.396 -0.186 -5.676
N -1.122 -0.860 -7.746
N -0.879 5.210 -5.733
N -1.894 6.956 3.376
N -1.509 -2.959 -0.985
N 1.869 -5.576 -0.229
N 4.295 3.542 -1.401
N -1.839 1.425 -5.023
N -5.129 0.472 -2.142
N -7.511 -3.489 0.819
N -0.291 -5.014 4.091
N -2.697 1.589 1.372
N 4.072 -4.502 3.080
N -4.721 -1.239 2.691
N 0.183 0.990 3.926
N 2.433 -1.018 8.881
C 2.755 -1.140 7.771
C -6.742 -2.960 0.157
C -1.264 4.474 0.286
C 0.538 0.868 -0.416
C -0.675 4.746 4.171
C -0.397 -1.719 -5.408
C -3.842 1.682 1.284
C -5.264 1.846 1.012
C -2.521 0.509 -2.078
C -4.787 -2.355 2.861
C -1.378 5.977 3.707
C 4.737 -2.018 2.957
C 2.929 1.435 -3.749
C 2.980 -7.147 1.549
C -1.659 -5.371 -1.869
C 0.357 -3.337 2.201
C -0.483 4.676 -4.774
C 2.360 -6.232 0.579
C 5.626 0.740 -0.579
C -1.572 -4.029 -1.368
C 4.382 -3.394 3.048
C 2.165 -2.657 -2.212
C 3.648 4.481 -1.330
C -3.986 0.512 -2.104
C -2.308 2.521 -7.348
C 2.791 4.195 2.625
C -4.865 -3.770 3.079
C -5.790 -2.280 -0.692
C -2.067 1.855 -6.058
C -2.239 4.159 -0.769
C -0.883 0.594 4.122
C 0.165 -0.210 0.453
C 4.400 0.125 -0.106
C 2.603 0.566 -4.848
C 3.411 -2.151 -2.690
C 3.228 -1.312 6.429
C -0.843 -1.259 -6.713
C 2.850 5.660 -1.138
C -0.010 -4.263 3.257
C -0.075 3.997 -3.575
C 3.038 2.820 3.018
C -2.208 0.122 4.308
H 3.882 2.727 3.726
H 0.246 -1.200 -0.045
H 0.878 -0.176 1.266
H 3.842 1.067 -3.279
H -5.653 2.654 1.625
H 1.441 -3.275 2.174
H -0.847 -0.988 -4.749
H -4.975 -2.971 -0.923
H 1.270 -2.135 -2.572
H -5.025 -4.032 4.131
H 3.234 6.523 -1.680
H -2.026 -5.390 -2.885
H 3.975 -1.374 3.380
H 2.945 5.930 -0.103
H 2.167 2.371 3.491
H 2.150 -2.618 -1.125
H 2.087 1.514 -3.057
H 2.071 -3.707 -2.450
H -0.828 -0.022 0.883
H 1.772 5.497 -1.256
H -6.242 -1.985 -1.645
H -5.678 -4.208 2.475
H -2.166 -0.957 4.516
H 2.706 -0.580 5.815
H 5.526 1.819 -0.777
H -5.278 -1.485 -0.145
H -0.815 4.073 3.335
H -1.564 3.309 -7.400
H -2.318 -5.872 -1.165
H 2.915 -2.318 6.175
H 4.299 -1.183 6.381
H 3.858 -6.691 1.946
H 4.697 -1.642 1.931
H -1.798 4.665 1.222
H 6.001 0.211 -1.492
H -0.823 5.393 -0.038
H 0.378 5.022 4.186
H -0.034 -3.785 1.273
H -0.470 2.981 -3.679
H -2.216 0.373 -1.039
H -5.566 1.900 -0.043
H -2.203 -0.345 -2.684
H -0.480 3.720 0.308
H -3.959 -4.264 2.761
H 2.288 -7.334 2.346
H 3.290 2.216 2.130
H 6.356 0.614 0.227
H -0.069 -2.335 2.299
H 1.009 4.030 -3.488
H -5.714 0.942 1.427
H 3.201 -8.106 1.073
H 0.676 -1.740 -5.326
H 3.230 2.417 -4.126
H 5.688 -1.845 3.442
H -3.316 2.971 -7.425
H -0.679 -5.848 -1.852
H -2.106 1.467 -2.409
H -2.161 1.713 -8.072
H -0.819 -2.703 -5.215
H -0.522 4.520 -2.726
H -2.809 0.264 3.411
H -2.687 0.649 5.117
H -0.971 4.332 5.118
*
```

=====

[4]
A cluster of 11 separate species, C42H64Br6N4O4 in total in a non-equilibrium geometry. Source: OMol25; level of theory: ωB97M-V/def2-TZVPD.

## Properties
- HOMO energy (alpha / beta): -0.01673 / -0.17693 Ha
- Energy: -478992.769 eV

Structure (ORCA input):
```
! RIJCOSX wB97M-V def2-TZVPD def2/J DEFGRID3
* xyz -1 2
Br -4.349 0.124 -0.606
Br 1.578 -5.009 -1.511
Br -1.079 -6.304 2.148
Br 1.101 3.833 -2.601
Br -1.578 3.642 1.017
Br -2.190 3.855 -3.503
O -2.128 -1.293 5.956
O 1.700 2.137 -6.124
O -2.129 -0.976 -4.373
O 1.085 2.773 3.819
N -2.810 -5.816 -1.395
N 0.265 -0.931 1.261
N 4.861 4.407 -1.372
N 0.784 -3.992 6.337
C 6.146 4.351 0.682
C 0.709 -2.685 6.044
C -2.139 0.106 5.878
C 1.349 2.177 5.118
C -2.097 -4.844 -2.069
C -0.293 -1.364 0.048
C 3.392 2.693 4.337
C -1.953 0.554 4.441
C -2.741 0.299 -4.341
C 1.089 0.977 0.185
C -0.156 -0.659 -1.119
C -3.729 -3.256 -1.528
C 0.481 -4.924 0.155
C 0.641 1.232 -6.024
C -3.288 1.311 0.618
C -3.610 -0.999 -6.115
C -2.524 -3.554 -2.139
C 0.556 0.535 -1.036
C -3.858 0.253 -5.269
C 1.128 0.363 -4.855
C 1.616 -3.095 3.831
C 5.764 4.974 -0.498
C 2.322 3.218 3.343
C -0.008 5.484 -2.911
C -4.427 -4.220 -0.849
C 4.734 2.477 0.050
C -2.267 -1.517 -5.688
C 1.728 -4.462 4.191
C 1.062 -2.192 4.756
C -1.461 5.433 -2.597
C 0.183 -6.324 0.597
C -2.097 -0.718 3.661
C -2.567 2.460 -0.213
C -3.935 -5.503 -0.765
C 0.856 0.216 1.311
C 2.678 2.796 5.681
C 4.371 3.207 -1.046
C 2.987 1.569 -5.903
C 5.614 3.090 0.979
C -2.689 -1.747 4.669
C 2.619 0.460 -4.881
C 1.349 -4.875 5.428
H -2.502 0.708 1.071
H 4.204 1.562 0.272
H -0.604 -0.981 -2.048
H -0.914 -2.247 0.099
H -3.880 1.150 -5.888
H 6.218 5.924 -0.739
H 3.770 2.224 -5.520
H -4.336 -1.775 -5.873
H 0.403 0.668 -6.926
H 5.777 2.703 1.974
H 3.006 -0.503 -5.213
H 2.108 -5.126 3.428
H 0.179 5.714 -3.959
H -5.426 -4.049 -0.475
H 0.974 -4.340 0.932
H 3.615 1.629 4.256
H 3.267 1.160 -6.874
H -0.455 -4.412 -0.070
H 1.442 -5.896 5.768
H 1.013 -6.976 0.869
H 4.312 3.269 4.237
H -1.841 2.193 -0.980
H -2.959 0.631 -3.326
H 0.623 1.207 -1.878
H 2.556 3.802 6.084
H -2.063 6.323 -2.782
H 1.655 1.896 0.227
H 0.892 -1.156 4.505
H -4.034 -2.235 -1.705
H 0.487 6.233 -2.293
H -1.104 -5.095 -2.409
H -3.059 0.461 6.341
H -1.989 -2.717 -2.565
H -2.122 -2.592 -5.792
H 0.921 0.763 -3.862
H -3.778 -1.782 4.691
H 2.973 2.052 6.421
H 0.235 -2.008 6.738
H 3.631 2.860 -1.752
H 0.788 -0.672 -4.902
H -2.670 -0.607 2.740
H 2.473 2.673 2.411
H -2.299 -2.741 4.453
H -1.495 5.240 -1.524
H -1.310 0.455 6.494
H 1.479 1.095 5.106
H -4.354 -6.328 -0.207
H -3.302 3.115 -0.679
H -2.697 1.303 4.167
H -0.297 1.753 -5.831
H -1.500 -1.151 -6.369
H -0.981 1.010 4.251
H 0.530 2.239 5.835
H -0.290 -6.880 -0.213
H -3.914 1.583 1.468
H -3.733 -0.762 -7.172
H -1.098 -1.025 3.349
H -1.990 0.995 -4.715
H 1.937 -2.855 2.828
H -4.749 0.208 -4.643
H 6.840 4.849 1.342
H 3.017 0.708 -3.896
H 2.481 4.293 3.260
H 1.294 0.513 2.253
*
```